A.
Molecular formula: C10H17N3O6
Method: DFT, the ωB97M-V functional and the def2-TZVPD basis

Summary:
HOMO-LUMO gap (eV): 9.11
Total charge: 0
HOMO energy (Ha): -0.33731
Multiplicity: 1

Each line ends with the natural charge from an NBO analysis.
Positions of all 36 atoms, in Å:
C1 1.684 -0.796 -2.511  -0.152
C2 0.956 0.560 -1.813  0.670
C3 2.440 -1.564 -1.420  -0.383
C4 1.659 -1.929 -0.003  -0.549
C5 0.434 -2.736 -0.015  0.631
C6 -0.659 1.572 -0.202  -0.112
C7 0.595 1.755 0.824  0.799
C8 -1.949 1.191 0.804  -0.415
C9 -2.672 2.323 1.685  -0.531
C10 -3.717 1.649 2.722  0.742
H1 1.616 -0.954 -4.707  0.339
H2 2.351 0.801 -3.315  0.425
H3 0.750 -1.365 -2.952  0.214
H4 2.744 -2.490 -1.901  0.220
H5 3.525 -1.023 -1.110  0.229
H6 2.616 -2.223 0.663  0.210
H7 1.495 -1.217 0.823  0.305
H8 1.552 -3.863 1.018  0.422
H9 -0.158 -4.799 0.664  0.446
H10 -0.595 -0.386 -0.689  0.458
H11 -0.777 2.409 -0.987  0.257
H12 -1.774 0.253 1.444  0.207
H13 -2.730 0.857 0.191  0.225
H14 -1.888 3.275 2.147  0.260
H15 -3.302 3.149 1.001  0.272
H16 -2.710 0.242 3.247  0.475
H17 1.368 2.938 2.213  0.510
N1 2.422 -0.527 -3.645  -0.839
N2 0.563 -3.950 0.286  -0.760
N3 -0.167 0.502 -1.016  -0.657
O1 1.409 1.686 -2.071  -0.656
O2 -0.647 -2.047 -0.513  -0.725
O3 1.145 0.787 1.454  -0.676
O4 -4.779 2.269 2.825  -0.581
O5 -3.599 0.677 3.585  -0.614
O6 0.799 2.973 1.274  -0.668


B.
Molecular formula: C10H17N3O6
Method: DFT, the ωB97M-V functional and the def2-TZVPD basis

Summary:
HOMO-LUMO gap (eV): 9.45
Total charge: 0
HOMO energy (Ha): -0.33719
Multiplicity: 1
SMILES: NC(=O)CC[C@H](NC(=O)[C@@H](N)CCC(=O)O)C(=O)O

Each line ends with the natural charge from an NBO analysis.
Positions of all 36 atoms, in Å:
C1 -1.819 0.409 -1.021  -0.172
C2 -0.535 0.022 -0.347  0.702
C3 -2.824 1.276 -0.205  -0.396
C4 -3.341 0.620 1.088  -0.528
C5 -4.257 -0.596 0.873  0.810
C6 1.675 0.714 0.244  -0.173
C7 2.424 1.888 0.798  0.799
C8 2.675 0.185 -0.828  -0.420
C9 3.894 -0.643 -0.331  -0.523
C10 3.665 -2.114 0.227  0.690
H1 -3.470 -0.601 -1.767  0.386
H2 -2.361 -1.480 -0.706  0.374
H3 -1.761 0.951 -1.964  0.218
H4 -2.451 2.280 -0.003  0.213
H5 -3.778 1.393 -0.786  0.226
H6 -2.624 0.335 1.814  0.227
H7 -4.038 1.311 1.548  0.242
H8 -4.710 -2.196 1.764  0.494
H9 0.232 1.964 -0.771  0.430
H10 1.644 -0.006 1.055  0.261
H11 2.151 -0.423 -1.573  0.217
H12 3.078 0.904 -1.482  0.223
H13 4.638 -0.846 -1.129  0.237
H14 4.525 -0.216 0.491  0.262
H15 2.049 -3.353 0.559  0.395
H16 1.698 -2.124 -0.450  0.410
H17 2.599 3.761 0.508  0.504
N1 -2.488 -0.795 -1.462  -0.838
N2 0.387 1.089 -0.278  -0.636
N3 2.380 -2.547 0.105  -0.829
O1 -0.243 -1.130 -0.168  -0.610
O2 -5.030 -0.652 -0.064  -0.607
O3 -3.968 -1.598 1.768  -0.683
O4 3.426 1.797 1.484  -0.576
O5 4.629 -2.654 0.727  -0.616
O6 1.933 3.075 0.283  -0.712


Which structure loses on stability? A does.


A.
Molecular formula: C4H8O2S
Method: DFT, the ωB97M-V functional and the def2-TZVPD basis

Summary:
HOMO-LUMO gap (eV): 9.00
Total charge: 0
HOMO energy (Ha): -0.31499
Multiplicity: 1

Each line ends with the natural charge from an NBO analysis.
Positions of all 15 atoms, in Å:
C1 1.522 -1.002 0.421  -0.057
C2 0.020 -0.762 0.699  -0.085
C3 -1.707 1.042 0.009  -0.500
C4 -0.781 0.614 -1.024  -0.145
H1 2.998 0.062 -0.653  0.460
H2 1.700 -1.787 -0.191  0.180
H3 2.237 -1.435 1.336  0.121
H4 -0.562 -1.679 1.128  0.199
H5 -1.877 2.243 0.044  0.226
H6 -2.788 0.642 0.170  0.229
H7 -1.669 0.311 -1.706  0.218
H8 -0.102 1.408 -1.180  0.216
O1 2.006 0.256 0.062  -0.698
O2 -0.457 -0.641 -0.562  -0.534
S1 -0.541 0.729 1.448  0.169


B.
Molecular formula: C4H8O2S
Method: DFT, the ωB97M-V functional and the def2-TZVPD basis

Summary:
HOMO-LUMO gap (eV): 9.80
Total charge: 0
HOMO energy (Ha): -0.32931
Multiplicity: 1
SMILES: CO[C@@H]1COCS1

Each line ends with the natural charge from an NBO analysis.
Positions of all 15 atoms, in Å:
C1 -2.364 -0.225 -0.287  -0.256
C2 -0.078 -0.571 0.329  -0.074
C3 0.462 0.865 0.425  -0.110
C4 2.345 -0.069 -0.436  -0.188
H1 -2.358 0.803 -0.031  0.165
H2 -2.942 -0.767 0.523  0.167
H3 -3.002 -0.390 -1.192  0.202
H4 -0.373 -0.905 1.365  0.192
H5 0.868 0.999 1.490  0.175
H6 -0.320 1.634 0.167  0.210
H7 3.217 0.044 0.242  0.172
H8 2.775 -0.141 -1.413  0.199
O1 -1.096 -0.734 -0.610  -0.534
O2 1.507 1.015 -0.527  -0.505
S1 1.359 -1.559 -0.045  0.185


Which structure loses on stability? A does.


A.
Molecular formula: C4H8O2S
Method: DFT, the ωB97M-V functional and the def2-TZVPD basis

Summary:
HOMO-LUMO gap (eV): 9.66
Total charge: 0
HOMO energy (Ha): -0.33499
Multiplicity: 1
SMILES: COCSCC=O

Each line ends with the natural charge from an NBO analysis.
Positions of all 15 atoms, in Å:
C1 -1.985 -0.518 0.343  -0.253
C2 -0.504 0.605 -1.097  -0.238
C3 1.416 0.567 0.884  -0.634
C4 1.950 -0.539 -0.033  0.425
H1 -1.767 -1.498 -0.085  0.166
H2 -3.051 -0.465 0.584  0.202
H3 -1.340 -0.272 1.222  0.160
H4 -0.010 -0.389 -1.097  0.188
H5 -0.591 0.971 -2.143  0.223
H6 0.775 0.093 1.630  0.219
H7 2.204 1.136 1.336  0.258
H8 2.033 -1.508 0.475  0.113
O1 -1.844 0.443 -0.659  -0.539
O2 2.237 -0.396 -1.192  -0.499
S1 0.478 1.770 -0.168  0.210


B.
Molecular formula: C4H8O2S
Method: DFT, the ωB97M-V functional and the def2-TZVPD basis

Summary:
HOMO-LUMO gap (eV): 9.79
Total charge: 0
HOMO energy (Ha): -0.33905
Multiplicity: 1
SMILES: O=C(O)CCCS

Each line ends with the natural charge from an NBO analysis.
Positions of all 15 atoms, in Å:
O1 1.127 3.157 0.041  -0.561
C1 0.490 2.249 0.415  0.808
O2 0.286 1.898 1.707  -0.697
C2 0.129 1.021 -0.502  -0.521
C3 -0.290 -0.195 0.243  -0.407
C4 -0.399 -1.250 -0.790  -0.437
S1 -0.676 -3.122 -0.477  -0.075
H1 1.053 2.297 2.153  0.497
H2 0.962 0.710 -1.156  0.229
H3 -0.459 1.369 -1.350  0.237
H4 0.353 -0.382 1.006  0.217
H5 -1.346 0.032 0.679  0.202
H6 0.260 -1.163 -1.506  0.188
H7 -1.312 -0.997 -1.240  0.204
H8 0.430 -3.300 -1.128  0.116


Which structure loses on stability? A does.


A.
Molecular formula: C6H15N2
Method: DFT, the ωB97M-V functional and the def2-TZVPD basis

Summary:
HOMO-LUMO gap (spin up / spin down) (eV): 10.92 / 9.38
Total charge: +2
HOMO energy (spin up / spin down) (Ha): -0.66854 / -0.74013
Multiplicity: 2

Each line ends with the natural charge from an NBO analysis.
Positions of all 23 atoms, in Å:
C1 1.098 -0.233 -1.688  -0.278
C2 1.809 -0.879 -0.510  -0.423
C3 1.005 -0.879 0.859  -0.528
N1 -1.894 -0.160 0.762  -0.666
C4 -0.961 0.753 1.095  0.328
C5 0.401 0.468 1.031  0.015
C6 -1.471 2.023 1.712  -0.707
N2 -0.136 -0.872 -2.234  -0.683
H1 1.843 -0.087 -2.490  0.275
H2 0.867 0.847 -1.660  0.237
H3 2.046 -1.923 -0.705  0.258
H4 2.793 -0.444 -0.302  0.281
H5 1.641 -1.375 1.624  0.326
H6 0.332 -1.757 0.859  0.219
H7 -2.798 -0.067 1.216  0.449
H8 -1.506 -1.109 0.773  0.412
H9 1.152 1.255 1.041  0.254
H10 -0.670 2.748 1.651  0.263
H11 -2.386 2.430 1.264  0.281
H12 -1.749 1.957 2.775  0.306
H13 -0.914 -0.477 -1.659  0.445
H14 -0.064 -1.883 -2.355  0.471
H15 -0.439 -0.339 -3.057  0.467


B.
Molecular formula: C6H15N2
Method: DFT, the ωB97M-V functional and the def2-TZVPD basis

Summary:
HOMO-LUMO gap (spin up / spin down) (eV): 9.45 / 4.47
Total charge: +2
HOMO energy (spin up / spin down) (Ha): -0.62103 / -0.62082
Multiplicity: 2

Each line ends with the natural charge from an NBO analysis.
Positions of all 23 atoms, in Å:
N1 1.637 -0.573 1.124  -0.679
C1 0.259 0.080 1.051  -0.011
C2 -0.788 -1.066 1.080  -0.469
C3 -2.122 -0.730 0.425  -0.250
C4 -3.230 -1.412 0.614  -0.274
C5 0.313 1.129 -0.185  -0.304
N2 1.074 0.663 -1.306  -0.166
C6 1.678 1.566 -2.244  -0.475
H1 1.767 -1.115 1.983  0.480
H2 1.692 -1.228 0.337  0.439
H3 2.382 0.095 0.920  0.447
H4 0.051 0.728 1.899  0.267
H5 -0.870 -1.221 2.134  0.258
H6 -0.385 -1.958 0.592  0.221
H7 -2.019 0.036 -0.333  0.170
H8 -4.175 -1.118 0.183  0.238
H9 -3.415 -2.233 1.298  0.231
H10 -0.737 1.252 -0.446  0.314
H11 0.890 1.904 0.310  0.251
H12 0.554 -0.073 -1.790  0.424
H13 1.717 2.595 -1.916  0.271
H14 2.664 1.206 -2.572  0.309
H15 1.062 1.475 -3.157  0.305


Which structure loses on stability? B does.